{
  "formula": "C59H73ClFFeN5O5PS2",
  "method": "ωB97M-V/def2-TZVPD",
  "elements": ["H", "H", "H", "H", "H", "H", "H", "C", "C", "H", "N", "C", "C", "H", "C", "H", "C", "C", "C", "H", "C", "H", "C", "H", "H", "C", "F", "H", "H", "H", "O", "C", "H", "H", "H", "Fe", "H", "C", "H", "H", "H", "C", "H", "H", "C", "H", "P", "H", "H", "C", "C", "C", "C", "H", "H", "C", "O", "C", "H", "C", "H", "H", "H", "C", "H", "C", "H", "C", "C", "C", "C", "C", "H", "C", "H", "N", "H", "C", "C", "C", "C", "C", "C", "H", "C", "Cl", "C", "H", "H", "C", "H", "N", "C", "H", "H", "O", "C", "C", "C", "H", "H", "O", "C", "N", "H", "H", "H", "N", "C", "C", "H", "H", "H", "H", "C", "S", "H", "H", "C", "H", "C", "C", "H", "C", "C", "H", "H", "C", "H", "H", "H", "C", "H", "C", "C", "C", "O", "H", "H", "H", "H", "C", "S", "H", "H", "C", "H", "H"],
  "coordinates": [[0.3081, 2.9901, 5.6215], [-6.1752, 7.9747, -1.8919], [1.2248, 3.7034, 3.6073], [-1.8294, 0.8517, 0.6384], [-4.7539, 1.6380, 3.0414], [-3.4765, -3.0098, 0.6508], [0.9531, 7.1140, -3.7241], [-2.9117, 0.4865, 2.9564], [4.7252, -2.3471, 5.3027], [-5.5957, 1.0493, 0.8137], [5.6953, -2.0273, 2.4961], [1.9319, 3.6379, -2.8062], [1.1432, 5.1117, -4.5501], [-3.3317, -6.1991, -1.5956], [0.6584, 0.2956, 3.5334], [-4.5782, 8.4747, -2.4922], [6.3167, -3.2580, 2.0449], [3.7288, -4.6940, -0.1282], [0.0309, -0.1754, -2.8386], [-3.3866, -5.3442, 0.7057], [6.8008, -3.3232, 6.8617], [-1.4182, -0.9553, 2.3314], [-0.4617, 3.5875, -1.5104], [4.5821, -5.1148, -0.6691], [-0.2967, 1.6449, -3.9261], [-1.3628, 5.2032, -3.0654], [-3.9471, 4.1844, -0.7324], [0.8524, 0.1800, -2.2128], [4.5324, -6.9694, 1.2298], [2.6052, 6.4885, -3.7683], [4.0662, 2.1285, -2.1296], [-2.1010, -2.6182, -0.9683], [-4.1712, -0.7531, -0.4464], [0.9445, 0.6118, -4.6324], [-4.8663, 5.0179, -4.3303], [1.8866, 0.5989, 0.9126], [-1.8268, 2.9306, 0.0002], [-2.1535, -0.8059, -4.3311], [3.1301, -8.7590, 2.1181], [-3.7766, 0.9509, -0.6635], [1.8772, 4.5486, -5.1236], [-4.0912, 5.8026, -4.2804], [7.6136, -3.6995, 7.4691], [7.4125, -1.3409, 3.4438], [3.8051, -2.5167, 1.0337], [-3.0495, -0.9021, -4.9487], [-1.1667, -1.0662, -0.4938], [3.4217, -3.2364, 6.7481], [-1.7071, -5.4065, 0.1806], [-4.7344, 6.3669, -2.0483], [-3.0886, -5.1475, -1.4334], [6.3377, -1.3721, 3.6313], [-0.2966, 4.4033, -2.6439], [-4.3778, 6.4944, -1.0302], [-3.2708, 0.0342, 3.8839], [6.0447, -2.1180, 4.9154], [0.9125, -0.0334, 2.3147], [-2.5237, -3.4004, 0.2883], [-2.9869, -2.3659, -1.5586], [4.5171, -1.6268, 1.9728], [-3.6163, 2.2149, 1.8325], [3.1273, -4.1076, -0.8155], [-1.5686, 0.7882, -5.6712], [-2.5069, -0.1394, -3.0034], [8.1061, -2.4344, 5.4089], [0.7329, 1.6418, 3.9994], [-3.3273, -0.6824, -2.5347], [0.6021, 2.7041, -1.0232], [-2.3590, -0.1076, 0.5846], [3.4595, -6.9032, 1.1030], [-4.0323, 1.3108, 2.2904], [5.2645, -4.3050, 1.7827], [6.9949, -3.6128, 2.8200], [-0.0349, 0.6038, -4.1489], [-1.2951, 0.9824, -1.6509], [-5.7944, 7.5331, -3.9334], [-1.2602, -5.5496, -2.5154], [-2.4103, -0.6255, 2.0252], [1.3052, 2.6848, 3.1841], [-1.2876, -0.0256, -2.0599], [7.0774, -2.6121, 5.7016], [1.6608, 6.5266, -4.3104], [2.6692, -7.9301, 1.5967], [-5.1364, -0.4166, 1.6735], [-2.7447, 4.3068, -1.3446], [-0.7134, 1.3679, 7.7349], [1.2963, -7.9062, 1.4036], [2.8771, 3.6896, -3.3327], [1.0578, -4.9613, -0.2527], [-1.9545, -4.7170, -2.3753], [-1.7805, -3.2506, 1.0773], [4.2565, -3.7796, 0.8784], [-2.6653, -4.9081, 0.0126], [-1.7890, -1.8178, -4.1407], [5.7334, -5.1685, 1.3169], [0.3552, 1.9151, -0.1039], [-0.0982, -0.3696, 5.7462], [1.8481, 2.8142, -1.7315], [1.5082, -5.8006, 0.2625], [-2.0819, 1.1454, 3.2235], [-3.9948, -4.5717, -1.6414], [1.8851, 2.5527, 2.1133], [0.2780, -0.6973, 4.4694], [-3.6302, 6.0156, -2.9224], [-5.0333, 6.9878, -5.8380], [-0.5992, -0.6686, -5.8157], [6.8931, -3.0706, 1.1323], [0.9130, 4.3841, -3.3037], [-1.1862, -3.5074, -1.8156], [-5.3299, 7.6880, -2.5153], [-0.3693, -1.1414, 6.4545], [4.8114, -4.6227, 2.7277], [-1.2319, 5.8987, -3.8832], [1.8287, 7.0286, -5.2630], [-1.6988, 3.5674, -0.8658], [2.4442, -1.9972, 0.1916], [-3.9080, 7.8873, -4.7943], [-6.5174, 6.8097, -3.9567], [4.4494, -3.0631, 6.4557], [5.9650, -0.3537, 3.6858], [-0.1332, 0.9725, 6.1469], [0.7194, -6.8415, 0.7294], [-5.5231, 5.5991, -2.0335], [-4.7437, 0.4934, 1.2127], [-2.6020, 5.1622, -2.4391], [-2.8838, 0.8691, -3.2186], [5.2719, -4.1158, 8.1366], [3.0840, 1.9945, -1.4181], [0.2437, -1.2244, -3.0563], [3.9145, -1.9545, 4.7006], [0.3017, -1.7306, 4.1463], [-4.6644, 7.1054, -4.8204], [-2.3684, -4.4711, -3.3566], [-3.7838, 0.1330, 0.0642], [-1.0874, -0.0083, -5.0958], [0.2918, 1.9564, 5.2960], [2.9865, 1.1923, -0.4242], [0.2225, 5.1255, -5.1328], [-0.3488, -6.8304, 0.5570], [-6.2076, 8.4014, -4.2725], [-3.0816, -1.4813, 2.0986], [2.8876, -5.8209, 0.4391], [3.9118, -0.1049, 2.3732], [-0.3561, -3.8309, -1.1821], [-3.2652, 5.4884, -4.9138], [5.4874, -3.5545, 7.2369], [-0.7459, -2.9465, -2.6396], [0.6823, -8.7197, 1.7669]],
  "lowdin_charge": [0.114, 0.141, 0.131, 0.079, 0.105, 0.102, 0.072, -0.172, -0.033, 0.104, -0.110, 0.039, -0.190, 0.107, -0.368, 0.144, -0.107, -0.130, -0.215, 0.112, -0.080, 0.079, -0.041, 0.138, 0.096, 0.060, 0.058, 0.089, 0.101, 0.084, 0.056, -0.450, 0.097, 0.112, 0.143, 0.523, 0.128, -0.196, 0.105, 0.098, 0.127, -0.137, 0.105, 0.132, -0.616, 0.110, 1.145, 0.105, 0.077, -0.148, -0.199, -0.129, -0.127, 0.145, 0.113, -0.209, -0.241, -0.201, 0.094, -0.608, 0.097, 0.063, 0.100, -0.191, 0.112, -0.133, 0.078, -0.293, -0.437, -0.049, -0.192, -0.119, 0.132, -0.183, 0.065, 0.062, 0.108, -0.216, -0.179, -0.419, -0.047, -0.059, -0.077, 0.112, -0.188, 0.647, -0.080, 0.150, 0.081, -0.180, 0.105, -0.102, -0.187, 0.095, 0.120, -0.016, -0.092, -0.014, -0.025, 0.100, 0.111, -0.015, -0.008, -0.092, 0.140, 0.107, 0.143, -0.031, -0.215, -0.083, 0.107, 0.144, 0.111, 0.080, 0.091, 0.792, 0.143, 0.184, -0.071, 0.072, -0.681, -0.068, 0.137, -0.195, -0.147, 0.110, 0.104, -0.573, 0.101, 0.095, 0.122, -0.087, 0.104, -0.191, -0.188, -0.070, -0.153, 0.111, 0.086, 0.186, 0.096, -0.192, 0.858, 0.082, 0.134, -0.085, 0.077, 0.105],
  "gap_ev": [5.42, 5.35],
  "mol_weight_g_mol": 1137.7,
  "total_charge": 1,
  "total_energy_ev": -160639.73548,
  "homo_ev": [-8.62, -8.56],
  "multiplicity": 5
}